1.
Formula: C4H8LuO2
Source: the OMol25 dataset
Level of theory: ωB97M-V/def2-TZVPD

XYZ file:
```
15
C4H8LuO2 ωB97M-V/def2-TZVPD
H -0.3338 2.6892 0.4482
C 1.1033 1.2310 -0.4029
C -0.0158 1.6382 0.4172
O -0.6192 0.8144 1.2699
Lu -0.6837 -1.0242 2.1006
H 0.7832 1.2133 -1.4578
H 2.0161 1.7804 -0.1360
O 1.9567 -2.3800 1.1237
C 2.3375 -1.0253 0.8726
C 1.6551 -0.5667 -0.3873
H 2.4780 -2.7457 1.8442
H 3.4311 -0.9221 0.7838
H 1.9927 -0.4418 1.7423
H 0.6859 -1.0625 -0.5350
H 2.3074 -0.6674 -1.2654
```

Output
LUMO energy (spin up / spin down) ... -9.851 / -10.067 eV
M ... 263.07 g/mol
Total energy ... -41972.10387 eV
Kohn-Sham gap (spin up / spin down) ... 6.515 / 8.983 eV
Multiplicity ... 2
Charge ... +2

In elementary charge units, the natural (NBO) charges are: atom 1 (H): 0.25, atom 2 (C): -0.59, atom 3 (C): 0.61, atom 4 (O): -0.87, atom 5 (Lu): 1.81, atom 6 (H): 0.33, atom 7 (H): 0.32, atom 8 (O): -0.74, atom 9 (C): -0.11, atom 10 (C): -0.37, atom 11 (H): 0.51, atom 12 (H): 0.25, atom 13 (H): 0.12, atom 14 (H): 0.19, atom 15 (H): 0.28


2.
Formula: C15H14ClN4O4Ti
Source: the OMol25 dataset
Level of theory: ωB97M-V/def2-TZVPD

XYZ file:
```
39
C15H14ClN4O4Ti ωB97M-V/def2-TZVPD
Ti -0.1403 -0.4141 1.6548
O -0.2564 -0.1544 5.3275
Cl 0.3544 -0.9004 4.3047
O 1.2255 -1.9060 4.7585
O 1.0605 0.0092 3.3425
O -0.6853 -1.4864 3.3910
C -1.1956 3.8274 0.6910
C -1.1817 2.5373 1.2262
N -0.2913 1.6215 0.8731
C 0.6497 1.9643 -0.0436
C 0.7016 3.2235 -0.6474
C -0.2619 4.1679 -0.2555
C 1.7374 3.4996 -1.6040
C 2.6749 2.5748 -1.8960
C 2.6650 1.2867 -1.2595
C 3.6514 0.3098 -1.4738
C 3.5788 -0.8804 -0.7943
C 2.5085 -1.1047 0.0753
N 1.5589 -0.2076 0.2942
C 1.6451 0.9820 -0.3537
H -1.9426 4.5327 1.0246
H -1.9185 2.2374 1.9614
H -0.2534 5.1570 -0.6957
H 1.7574 4.4739 -2.0748
H 3.4623 2.7925 -2.6059
H 4.4629 0.5078 -2.1626
H 4.3273 -1.6486 -0.9235
H 2.4181 -2.0436 0.6081
C -3.6571 -3.9526 -0.3062
N -2.7677 -3.0123 -1.0119
C -2.6968 -2.9480 -2.4805
C -2.0577 -2.1844 -0.3101
N -1.4312 -1.4509 0.3377
H -4.0786 -4.6299 -1.0422
H -4.4648 -3.4200 0.1929
H -3.0922 -4.5313 0.4217
H -3.3733 -3.6963 -2.8808
H -1.6871 -3.1658 -2.8243
H -3.0062 -1.9677 -2.8388
```

Output
LUMO energy (spin up / spin down) ... -3.517 / -3.523 eV
M ... 397.62 g/mol
Energy relative to the best compared isomer or geometry (same formula, charge and spin) ... 0.0 kJ/mol
Total energy ... -65558.52448 eV
Kohn-Sham gap (spin up / spin down) ... 5.871 / 5.873 eV
Charge ... +1

In elementary charge units, the natural (NBO) charges are: atom 1 (Ti): 1.22, atom 2 (O): -0.73, atom 3 (Cl): 2.54, atom 4 (O): -0.74, atom 5 (O): -0.83, atom 6 (O): -0.85, atom 7 (C): -0.24, atom 8 (C): 0.10, atom 9 (N): -0.50, atom 10 (C): 0.15, atom 11 (C): -0.08, atom 12 (C): -0.11, atom 13 (C): -0.16, atom 14 (C): -0.17, atom 15 (C): -0.09, atom 16 (C): -0.10, atom 17 (C): -0.24, atom 18 (C): 0.08, atom 19 (N): -0.50, atom 20 (C): 0.22, atom 21 (H): 0.24, atom 22 (H): 0.22, atom 23 (H): 0.24, atom 24 (H): 0.23, atom 25 (H): 0.23, atom 26 (H): 0.23, atom 27 (H): 0.24, atom 28 (H): 0.22, atom 29 (C): -0.39, atom 30 (N): -0.44, atom 31 (C): -0.40, atom 32 (C): 0.63, atom 33 (N): -0.57, atom 34 (H): 0.23, atom 35 (H): 0.22, atom 36 (H): 0.22, atom 37 (H): 0.23, atom 38 (H): 0.22, atom 39 (H): 0.22